(1)
Below is a cluster of 6 separate species, C21H54N3O7 in total in a non-equilibrium geometry, with properties calculated with ωB97M-V with the def2-TZVPD basis set.

XYZ file:
```
85
Properties=species:S:1:pos:R:3:forces:R:3
C 2.957 -2.443 1.927 -0.30 0.08 0.15
C 2.917 -1.300 0.837 -0.29 -1.23 0.17
O 3.876 -1.672 -0.183 -0.83 0.37 0.36
C 1.525 -1.152 0.107 0.94 0.76 -0.70
O 0.427 -0.820 0.992 -1.28 -1.51 -0.33
C -0.361 -1.960 1.227 1.66 -0.90 0.89
C -1.454 -1.946 2.347 -0.53 1.85 -2.14
N -2.196 -3.199 1.995 2.03 -2.40 -0.75
C -1.739 -3.687 0.749 -0.05 4.44 1.58
N -1.712 -4.906 0.251 0.01 0.16 -0.44
N -1.225 -2.490 0.105 -0.71 -2.55 -0.04
H 2.191 -2.309 2.745 0.95 -0.06 -0.98
H 3.974 -2.446 2.412 -1.08 0.03 -0.50
H 2.813 -3.477 1.474 0.13 1.24 0.20
H 3.214 -0.309 1.280 -0.17 -1.02 -0.53
H 3.619 -2.568 -0.466 0.34 0.43 0.12
H 1.591 -0.300 -0.636 -0.01 -0.99 0.84
H 1.335 -2.092 -0.499 0.08 0.85 0.73
H 0.363 -2.833 1.352 -0.59 1.01 0.66
H -1.139 -1.773 3.405 -0.26 -0.84 -1.00
H -2.166 -1.135 2.020 0.82 -0.36 0.70
H -2.205 -3.842 2.797 -0.49 -0.22 -0.23
H -1.329 -5.035 -0.689 -0.32 0.08 0.57
H -2.006 -5.754 0.733 -0.12 0.60 0.04
H -0.749 -2.657 -0.784 -0.02 0.00 0.42
C -3.084 -0.013 -3.592 -0.32 0.06 -0.15
C -2.934 0.727 -2.273 0.60 -0.41 -0.22
C -1.518 1.249 -2.092 -0.04 0.38 0.17
O -3.261 -0.151 -1.194 -0.32 0.03 0.27
H -2.416 -0.880 -3.631 0.12 0.09 0.02
H -4.103 -0.392 -3.706 0.03 0.08 0.02
H -2.857 0.639 -4.438 0.07 -0.07 0.04
H -3.639 1.559 -2.236 -0.04 -0.14 0.16
H -0.796 0.423 -2.080 -0.04 -0.06 -0.13
H -1.419 1.768 -1.136 -0.06 -0.02 -0.04
H -1.246 1.937 -2.894 0.06 -0.11 0.02
H -2.642 -0.892 -1.217 -0.03 0.13 0.01
C -0.121 2.199 -7.447 -0.30 -0.01 -0.09
C 0.035 2.940 -6.128 0.66 -0.36 -0.32
C 1.451 3.464 -5.951 0.03 0.00 0.19
O -0.287 2.060 -5.048 -0.37 0.09 0.20
H 0.548 1.334 -7.489 0.10 0.11 0.02
H -1.139 1.819 -7.556 0.03 0.09 -0.01
H 0.101 2.852 -8.294 0.01 -0.06 0.03
H -0.672 3.772 -6.088 -0.05 -0.13 0.18
H 2.173 2.640 -5.942 -0.10 -0.09 -0.17
H 1.551 3.983 -4.998 -0.05 0.06 -0.16
H 1.719 4.154 -6.752 0.01 -0.01 0.10
H 0.332 1.321 -5.073 0.02 0.09 -0.06
C -1.933 -5.373 7.024 0.03 0.27 0.09
C -2.709 -5.346 5.718 0.24 -0.65 0.33
C -2.924 -6.749 5.171 -0.14 0.02 -0.23
O -1.993 -4.562 4.754 0.03 0.41 -0.67
H -0.942 -5.814 6.879 -0.09 -0.11 -0.03
H -1.778 -4.359 7.399 -0.09 -0.06 0.00
H -2.463 -5.949 7.784 0.05 0.02 -0.05
H -3.675 -4.862 5.874 0.14 0.15 -0.18
H -1.966 -7.237 4.964 0.02 0.01 0.17
H -3.473 -6.713 4.227 -0.08 0.00 0.10
H -3.483 -7.365 5.877 0.05 0.01 -0.06
H -1.136 -4.982 4.609 -0.02 -0.03 0.27
C 0.725 8.556 -5.369 -0.22 0.01 -0.18
C 0.875 7.281 -4.553 0.55 0.51 0.02
C 1.450 7.570 -3.175 -0.09 -0.17 0.21
O 1.729 6.371 -5.245 -0.20 -0.11 -0.01
H 1.697 9.036 -5.522 -0.01 -0.01 0.14
H 0.321 8.333 -6.359 -0.04 -0.01 0.09
H 0.061 9.267 -4.872 0.05 0.00 -0.04
H -0.099 6.795 -4.451 0.13 -0.15 -0.11
H 2.446 8.017 -3.255 -0.08 0.09 -0.07
H 1.561 6.645 -2.605 -0.08 0.04 -0.03
H 0.807 8.252 -2.614 0.06 -0.01 -0.01
H 2.593 6.790 -5.342 -0.07 0.02 0.02
C 1.741 0.818 4.472 -0.21 -0.03 -0.21
C 1.870 -0.463 5.281 0.60 0.58 0.15
C 2.388 -0.183 6.683 -0.12 -0.19 0.21
O 2.760 -1.361 4.613 -0.28 -0.14 0.18
H 2.714 1.307 4.360 -0.02 -0.01 0.15
H 1.378 0.601 3.463 -0.05 0.00 0.06
H 1.052 1.519 4.948 0.06 0.01 -0.04
H 0.897 -0.959 5.341 0.12 -0.16 -0.08
H 3.382 0.272 6.646 -0.09 0.09 -0.08
H 2.486 -1.113 7.248 -0.07 0.05 -0.03
H 1.718 0.487 7.225 0.07 -0.01 -0.01
H 3.623 -0.934 4.554 -0.05 0.00 0.07
```
Forces are in eV/Å.

As for the total charge: +1. As for the HOMO energy: -0.42342 hartree. Its LUMO energy is -3.086 eV. The calculation puts the total energy at -1523.1898 a.u. The calculation puts the orbital gap at 8.44 eV.

Electronic structure analysis, Löwdin charges in units of e: -0.060, -0.355, -0.055, -0.138, -0.064, -0.328, -0.032, 0.114, -0.269, 0.245, 0.120, 0.064, 0.095, 0.091, 0.159, 0.089, 0.147, 0.126, 0.148, 0.145, 0.148, 0.108, 0.150, 0.151, 0.133, -0.058, -0.485, -0.059, -0.071, 0.075, 0.080, 0.078, 0.143, 0.068, 0.082, 0.062, 0.041, -0.063, -0.484, -0.071, -0.078, 0.080, 0.078, 0.083, 0.141, 0.083, 0.066, 0.080, 0.087, -0.053, -0.480, -0.060, -0.089, 0.086, 0.084, 0.089, 0.144, 0.083, 0.075, 0.089, 0.092, -0.063, -0.493, -0.064, -0.075, 0.082, 0.080, 0.081, 0.139, 0.082, 0.078, 0.081, 0.095, -0.054, -0.493, -0.057, -0.087, 0.088, 0.065, 0.085, 0.130, 0.086, 0.082, 0.084, 0.096


(2)
Below is a structure of composition C21H54NO7PtS6 in a non-equilibrium geometry, with properties calculated with ωB97M-V with the def2-TZVPD basis set.

XYZ file:
```
90
Properties=species:S:1:pos:R:3:forces:R:3
Pt -0.584 -0.403 -0.615 0.23 1.68 1.08
C 2.647 1.160 3.279 0.16 0.53 0.88
C 1.274 1.844 3.010 -0.06 -0.05 -0.43
C 1.237 3.303 3.512 0.82 -0.36 0.29
C 2.020 4.237 2.610 -1.86 0.64 0.36
C 1.445 4.167 1.192 1.98 1.47 -0.38
C 1.445 2.788 0.582 0.90 0.13 0.37
N 0.996 1.795 1.562 -2.05 0.14 -0.67
O 0.774 0.573 1.041 1.19 0.04 0.24
C 2.907 2.483 0.193 1.27 -0.49 -0.61
C 0.574 2.844 -0.668 0.55 -0.87 -0.14
C 0.223 1.095 3.805 -1.00 -0.27 0.10
H 3.387 1.892 3.619 0.14 0.09 -0.56
H 2.994 0.613 2.408 0.04 0.02 0.02
H 2.614 0.498 4.150 -0.28 -0.27 -0.24
H 1.674 3.312 4.517 -0.01 -0.09 0.01
H 0.214 3.656 3.650 -0.12 -0.10 -0.34
H 3.092 4.072 2.698 0.04 -0.17 -0.39
H 1.825 5.260 2.946 0.32 0.00 0.16
H 2.176 4.785 0.645 0.06 -0.41 -0.44
H 0.577 4.784 0.940 -0.66 -0.56 0.97
H 3.287 2.935 -0.735 -0.67 0.30 0.00
H 3.123 1.418 0.052 -0.53 -0.08 0.21
H 3.661 2.819 0.910 -0.40 0.03 0.42
H 0.670 1.890 -1.192 -0.28 0.19 -0.02
H 0.990 3.617 -1.320 -0.12 0.16 0.07
H -0.475 3.038 -0.451 0.01 -0.02 0.12
H 0.524 1.125 4.854 0.08 -0.42 -0.02
H 0.011 0.089 3.435 0.59 -0.13 0.15
H -0.773 1.548 3.805 0.22 0.43 -0.26
C -4.371 -3.559 0.078 0.12 -0.44 1.33
S -2.712 -3.577 0.857 0.19 1.14 -0.13
O -2.210 -2.162 0.784 -0.60 -0.88 0.09
C -3.105 -3.816 2.603 -0.44 -0.82 -0.17
H -5.076 -3.198 0.828 0.00 0.61 -0.31
H -4.718 -4.575 -0.114 0.34 -0.03 -0.45
H -4.245 -2.928 -0.796 -0.26 -0.01 -0.07
H -3.211 -2.882 3.147 0.23 0.23 -0.30
H -2.272 -4.416 2.963 -0.08 0.13 0.38
H -4.034 -4.379 2.718 0.12 -0.16 -0.04
C 1.016 -4.430 1.258 0.86 0.54 0.44
S 1.663 -3.041 0.232 -0.09 0.29 0.47
O 0.547 -2.063 0.095 0.77 -1.58 0.79
C 2.786 -2.354 1.497 0.32 -0.38 0.33
H 0.908 -4.075 2.285 -0.34 0.15 -0.11
H 1.785 -5.204 1.307 -0.07 -0.09 -0.32
H 0.076 -4.807 0.870 0.04 0.09 -0.25
H 3.168 -1.365 1.249 -0.55 0.07 -0.42
H 3.681 -2.970 1.627 -0.24 -0.35 -0.17
H 2.260 -2.312 2.450 -0.11 0.17 -0.07
C -1.331 0.929 -4.706 0.02 0.57 -0.75
S -2.157 1.701 -3.293 1.15 -0.63 0.13
O -1.562 0.975 -2.127 -0.79 1.01 -0.53
C -1.360 3.322 -3.410 0.11 0.49 0.02
H -1.630 1.468 -5.611 -0.20 -0.19 0.00
H -1.608 -0.119 -4.779 -0.32 0.04 0.15
H -0.242 0.984 -4.677 0.00 0.15 0.55
H -1.767 3.861 -4.268 -0.05 -0.16 -0.07
H -0.271 3.306 -3.469 -0.03 -0.48 -0.14
H -1.584 3.912 -2.521 -0.32 -0.27 0.07
C 3.432 -1.557 -2.825 1.18 0.05 0.22
S 2.170 -0.303 -3.112 -0.27 -0.21 -0.36
O 1.232 -0.212 -1.938 1.84 -0.03 -1.01
C 3.332 1.088 -3.015 -0.47 -0.28 0.14
H 3.927 -1.351 -1.871 -0.39 -0.25 0.25
H 4.255 -1.440 -3.537 -0.35 0.31 -0.33
H 3.147 -2.601 -2.930 -0.63 0.15 0.31
H 2.805 1.944 -3.431 0.06 0.14 0.20
H 4.222 0.883 -3.603 -0.02 -0.08 -0.07
H 3.568 1.219 -1.959 0.03 0.13 -0.17
C -1.842 -4.446 -2.548 0.21 0.12 -0.03
S -1.564 -2.803 -3.248 -0.38 1.09 -0.03
O -1.239 -1.847 -2.112 -0.68 -2.23 -2.04
C -0.055 -3.130 -4.164 0.62 -0.58 0.46
H -1.466 -5.241 -3.191 0.16 0.11 -0.03
H -2.917 -4.584 -2.458 0.00 0.10 0.23
H -1.344 -4.432 -1.578 -0.05 -0.18 0.01
H -0.216 -3.865 -4.953 -0.29 0.08 -0.01
H 0.679 -3.550 -3.471 0.05 0.10 0.03
H 0.350 -2.219 -4.595 -0.24 0.21 0.06
C -3.130 2.575 2.167 -0.39 -0.13 0.31
S -3.403 1.374 0.798 -0.23 0.17 0.85
O -2.103 0.724 0.487 -0.64 0.67 0.93
C -4.253 0.207 1.881 -0.07 -1.16 -0.32
H -2.241 2.313 2.735 0.30 -0.02 -0.47
H -3.945 2.465 2.885 -0.22 0.01 -0.22
H -3.133 3.614 1.846 0.30 -0.11 -0.30
H -3.547 -0.138 2.638 0.02 0.36 0.16
H -4.471 -0.695 1.301 0.10 0.23 -0.25
H -5.200 0.544 2.294 0.15 0.44 0.04
```
Forces are in eV/Å.

As for the total charge: +1. As for the HOMO energy (alpha / beta): -0.30094 / -0.25949 hartree. Its LUMO energy (alpha / beta) is -1.703 / -1.702 eV. The calculation puts the total energy at -3921.7954 a.u. As for the spin multiplicity: 3. The calculation puts the orbital gap (alpha / beta) at 6.49 / 5.36 eV. The value obtained for the relative energy (zero: lowest compared OMol25 entry of this formula, charge and spin) is 0.00 kJ/mol.

Electronic structure analysis, Löwdin charges in units of e: 1.009, -0.011, -0.478, -0.142, -0.172, -0.150, -0.490, -0.135, -0.201, -0.037, -0.048, -0.042, 0.078, 0.054, 0.077, 0.123, 0.117, 0.105, 0.114, 0.121, 0.121, 0.077, 0.066, 0.081, 0.037, 0.091, 0.081, 0.090, 0.085, 0.054, -0.232, 0.819, -0.580, -0.233, 0.047, 0.054, 0.050, 0.058, 0.040, 0.055, -0.223, 0.877, -0.665, -0.229, 0.053, 0.056, 0.027, 0.040, 0.060, 0.057, -0.238, 0.906, -0.652, -0.253, 0.059, 0.035, 0.046, 0.058, 0.053, 0.053, -0.258, 0.856, -0.622, -0.222, 0.062, 0.057, 0.045, 0.054, 0.059, 0.030, -0.236, 0.872, -0.648, -0.253, 0.060, 0.043, 0.035, 0.062, 0.056, 0.033, -0.219, 0.901, -0.653, -0.261, 0.029, 0.046, 0.049, 0.062, 0.029, 0.060


(3)
Below is a cluster of 3 separate species, C21H55N7O4P2 in total in a non-equilibrium geometry, with properties calculated with ωB97M-V with the def2-TZVPD basis set.

XYZ file:
```
89
Properties=species:S:1:pos:R:3:forces:R:3
C 0.652 -4.326 2.595 -0.21 -0.01 -0.06
N 1.364 -3.313 1.830 0.30 0.08 0.21
C 1.254 -3.557 0.395 0.05 0.07 -0.15
P 1.139 -1.665 2.181 0.10 -1.64 2.60
O -0.156 -1.215 1.638 0.53 1.15 -1.21
N 1.016 -1.419 3.852 -0.70 -0.24 -0.09
C 1.553 -2.313 4.854 0.52 0.27 0.01
C -0.171 -0.713 4.329 -0.13 -0.08 -0.02
N 2.697 -1.077 1.959 -0.22 0.34 -1.61
C 2.727 0.243 1.305 -0.24 0.22 0.15
C 3.796 -1.914 1.484 0.06 0.02 0.12
H 0.962 -5.311 2.237 -0.04 0.03 -0.08
H -0.439 -4.252 2.500 0.01 -0.01 -0.04
H 0.914 -4.285 3.643 -0.01 0.02 0.01
H 1.896 -2.869 -0.159 -0.09 0.02 0.00
H 0.230 -3.426 0.026 -0.01 -0.04 0.03
H 1.590 -4.572 0.171 0.01 0.00 0.04
H 0.857 -3.117 5.115 0.00 0.05 0.11
H 1.764 -1.755 5.770 0.01 0.03 -0.02
H 2.497 -2.751 4.525 -0.05 -0.05 -0.07
H -1.049 -1.364 4.425 0.00 0.00 0.03
H -0.437 0.100 3.660 -0.02 -0.04 -0.04
H 0.055 -0.287 5.310 0.02 -0.04 0.01
H 2.507 0.172 0.237 0.10 0.09 -0.01
H 3.709 0.702 1.420 0.05 -0.10 0.05
H 1.999 0.911 1.771 -0.04 -0.07 0.00
H 3.719 -2.204 0.430 0.04 0.08 -0.01
H 3.888 -2.812 2.086 -0.08 -0.05 -0.01
H 4.711 -1.331 1.601 0.00 -0.01 -0.03
C 6.202 1.367 -3.755 0.00 0.13 0.17
N 5.493 0.122 -3.504 -0.21 0.09 -0.61
C 6.149 -0.669 -2.471 -0.04 -0.12 0.11
P 3.796 0.139 -3.274 1.93 1.88 -2.12
O 3.595 0.643 -1.897 -1.27 -1.64 0.54
N 3.011 1.236 -4.279 0.02 0.48 0.51
C 3.566 1.741 -5.517 -0.21 -0.41 -0.34
C 2.124 2.204 -3.639 0.12 0.15 0.10
N 3.439 -1.264 -4.169 -0.13 -0.92 1.70
C 2.397 -2.094 -3.548 -0.29 0.26 -0.09
C 4.469 -2.106 -4.777 -0.04 0.01 -0.10
H 7.259 1.141 -3.909 0.00 -0.02 0.08
H 6.121 2.087 -2.928 0.02 -0.03 0.01
H 5.853 1.842 -4.664 -0.01 0.00 0.03
H 5.682 -1.653 -2.387 -0.01 0.06 0.07
H 6.099 -0.193 -1.485 0.03 0.03 -0.02
H 7.195 -0.826 -2.741 -0.01 0.02 -0.03
H 4.204 2.616 -5.358 -0.06 0.04 -0.05
H 2.758 2.040 -6.190 -0.02 -0.02 0.02
H 4.141 0.970 -6.033 0.06 -0.01 0.08
H 2.662 3.063 -3.221 -0.01 0.02 -0.03
H 1.561 1.741 -2.834 0.05 -0.02 0.03
H 1.414 2.567 -4.385 0.03 -0.01 -0.03
H 2.763 -2.647 -2.675 0.02 -0.03 -0.04
H 2.010 -2.811 -4.272 0.02 0.03 -0.04
H 1.563 -1.466 -3.226 0.02 -0.01 0.03
H 5.067 -2.678 -4.060 -0.04 -0.04 -0.01
H 5.138 -1.516 -5.392 0.04 0.06 0.05
H 3.950 -2.816 -5.424 0.01 -0.01 0.02
C -1.479 2.112 1.111 -0.03 -0.08 0.16
C -2.161 2.610 2.146 0.23 -0.22 -0.14
C -3.332 2.009 2.871 0.71 -0.13 1.03
O -3.513 0.618 2.832 -0.03 0.00 -0.21
C -4.213 -0.006 1.759 -0.16 -0.39 -0.40
C -3.297 -0.600 0.683 0.06 0.29 0.19
C -5.311 0.810 1.108 -0.24 0.04 -0.09
O -6.486 0.776 1.901 0.05 -0.12 0.05
C -7.621 1.292 1.246 -0.41 0.28 0.04
C -7.926 2.737 1.653 0.02 -0.14 -0.41
C -8.765 3.491 0.612 -0.28 0.37 0.32
N -8.108 4.746 0.205 0.02 -0.12 0.11
H -1.061 2.782 0.366 0.95 0.02 0.59
H -1.307 1.047 0.981 -0.83 0.03 -0.49
H -1.844 3.561 2.576 -0.78 0.56 -0.73
H -3.224 2.247 3.936 -0.07 -0.05 0.02
H -4.213 2.578 2.551 -0.07 -0.13 -0.08
H -4.723 -0.860 2.211 0.01 0.13 0.29
H -3.775 -1.485 0.261 -0.02 0.02 -0.06
H -2.346 -0.890 1.127 -0.01 -0.04 -0.08
H -3.115 0.116 -0.122 0.10 -0.06 -0.02
H -5.529 0.353 0.135 0.02 -0.04 0.01
H -5.013 1.846 0.903 0.12 -0.05 -0.04
H -7.525 1.248 0.155 0.25 -0.07 0.02
H -8.474 0.657 1.502 0.07 -0.08 0.04
H -6.967 3.247 1.782 -0.02 0.03 0.03
H -8.456 2.744 2.605 0.23 0.02 0.14
H -8.951 2.879 -0.274 0.13 -0.02 -0.02
H -9.747 3.708 1.049 -0.05 -0.14 -0.05
H -8.808 5.430 -0.057 0.06 -0.01 -0.15
H -7.634 5.136 1.011 0.01 0.04 -0.03
```
Forces are in eV/Å.

As for the HOMO energy: -0.30113 hartree. Its LUMO energy is 0.675 eV. Its SMILES is CN(C)P(=O)(N(C)C)N(C)C.CN(C)P(=O)(N(C)C)N(C)C.C=CCO[C@H](C)COCCCN. The calculation puts the total energy at -2200.0474 a.u. The calculation puts the orbital gap at 8.87 eV.

Electronic structure analysis, Löwdin charges in units of e: -0.111, -0.308, -0.131, 0.569, -0.277, -0.293, -0.141, -0.114, -0.284, -0.108, -0.124, 0.083, 0.094, 0.042, 0.052, 0.086, 0.086, 0.068, 0.081, 0.082, 0.088, 0.063, 0.080, 0.059, 0.082, 0.078, 0.063, 0.073, 0.082, -0.113, -0.322, -0.135, 0.591, -0.281, -0.302, -0.134, -0.120, -0.291, -0.119, -0.127, 0.083, 0.092, 0.045, 0.064, 0.081, 0.086, 0.072, 0.082, 0.082, 0.085, 0.070, 0.081, 0.074, 0.080, 0.083, 0.070, 0.074, 0.083, 0.013, -0.142, -0.234, -0.088, -0.343, -0.046, -0.185, -0.124, -0.231, -0.162, -0.289, -0.018, 0.054, 0.033, 0.097, 0.123, 0.109, 0.148, 0.083, 0.047, 0.076, 0.129, 0.127, 0.116, 0.126, 0.104, 0.110, 0.100, 0.101, 0.058, 0.054


total energy of number 3 (C21H55N7O4P2)?
-2200.0474 a.u.